Entry from the Open Molecules 2025 dataset: a cluster of 2 separate species, C3H12NS2 in total (ωB97M-V/def2-TZVPD).

Structure (XYZ):
```
18
Properties=species:S:1:pos:R:3
C -0.104 0.411 -0.310
C 0.345 -0.454 -1.474
C 0.342 -1.905 -0.965
N -0.494 1.822 -0.793
H -1.018 0.066 0.167
H 0.655 0.578 0.451
H 1.347 -0.166 -1.785
H -0.371 -0.335 -2.290
H 1.096 -1.987 -0.176
H -0.614 -2.143 -0.495
H 0.557 -2.669 -1.705
H 0.268 2.297 -1.285
H -1.276 1.735 -1.436
H -0.752 2.437 -0.020
S -1.071 0.088 3.218
S 1.014 -0.137 3.440
H -1.033 1.408 3.010
H 1.111 -1.048 2.446
```

As for the orbital gap: 8.5180 eV. The energy above the lowest of the compared OMol25 structures with the same formula, charge and spin is 0.584 eV. As for the charge: +1. The calculation puts the HOMO energy at -12.34 eV. For the electronic energy, the calculation gives -972.3683 hartree.

Results of the Mulliken charge analysis, in e, for atoms 1 through 5: number 1, C, carries -0.55; number 2, C, carries -0.33; number 3, C, carries -1.19; number 4, N, carries -0.31; number 5, H, carries 0.34